{"formula": "C37H33ClEuN2O4P2S", "method": "ωB97M-V/def2-TZVPD", "s_squared": 15.760, "homo_ev": [-6.9, -8.5], "de_lowest_ev": 0.2038, "e_lumo_ev": [0.05, 0.05], "gap_ev": [6.956, 8.525], "multiplicity": 8, "fmax_ev_per_a": 3.77, "species": ["Eu", "C", "N", "C", "P", "C", "C", "C", "C", "C", "C", "C", "C", "C", "C", "C", "C", "C", "C", "C", "C", "C", "C", "P", "C", "C", "C", "C", "C", "C", "C", "C", "C", "C", "C", "C", "H", "H", "H", "H", "H", "H", "H", "H", "H", "H", "H", "H", "H", "H", "H", "H", "H", "H", "H", "H", "H", "H", "H", "H", "H", "H", "H", "H", "H", "O", "S", "O", "O", "O", "Cl", "C", "C", "C", "C", "N", "C", "H", "H", "H", "H"], "xyz": [[0.25, 0.16, 0.03], [-3.54, -1.59, -1.07], [-4.19, -0.38, -0.56], [-4.15, -0.17, 0.89], [-2.44, 0.08, 1.56], [-2.75, 1.36, 2.83], [-3.90, 1.46, 3.61], [-4.04, 2.47, 4.54], [-3.03, 3.41, 4.71], [-1.88, 3.33, 3.94], [-1.75, 2.31, 3.00], [-2.12, -1.45, 2.53], [-2.44, -1.61, 3.87], [-2.14, -2.79, 4.54], [-1.52, -3.83, 3.86], [-1.19, -3.68, 2.52], [-1.48, -2.49, 1.87], [-5.49, -0.12, -1.10], [-5.74, 1.15, -1.62], [-6.99, 1.46, -2.14], [-7.99, 0.51, -2.15], [-7.75, -0.76, -1.64], [-6.50, -1.07, -1.11], [-1.86, -1.16, -1.74], [-1.42, -2.64, -2.73], [-2.30, -3.65, -3.11], [-1.87, -4.73, -3.86], [-0.55, -4.81, -4.27], [0.34, -3.81, -3.92], [-0.09, -2.73, -3.15], [-2.33, 0.07, -3.00], [-2.19, 1.42, -2.68], [-2.56, 2.40, -3.58], [-3.08, 2.05, -4.82], [-3.22, 0.71, -5.15], [-2.85, -0.28, -4.25], [-4.15, -1.96, -1.89], [-3.49, -2.39, -0.33], [-4.70, -0.94, 1.44], [-4.66, 0.78, 1.07], [-4.71, 0.74, 3.50], [-4.95, 2.53, 5.13], [-3.14, 4.20, 5.44], [-1.09, 4.06, 4.04], [-0.86, 2.31, 2.38], [-2.90, -0.80, 4.41], [-2.39, -2.90, 5.58], [-1.28, -4.76, 4.37], [-0.69, -4.48, 1.99], [-1.18, -2.40, 0.83], [-4.93, 1.87, -1.63], [-7.17, 2.45, -2.55], [-8.97, 0.74, -2.57], [-8.53, -1.51, -1.65], [-6.31, -2.06, -0.71], [-3.34, -3.62, -2.81], [-2.57, -5.51, -4.13], [-0.21, -5.65, -4.86], [1.37, -3.85, -4.24], [0.62, -1.95, -2.91], [-1.80, 1.73, -1.72], [-2.43, 3.44, -3.32], [-3.36, 2.81, -5.53], [-3.62, 0.42, -6.12], [-2.95, -1.32, -4.54], [2.41, 1.28, 0.09], [1.68, 1.95, -1.03], [2.44, 2.99, -1.67], [1.26, 0.86, -1.97], [0.40, 2.45, -0.41], [3.04, -0.11, 5.33], [2.68, -1.11, 3.95], [3.15, -2.40, 3.88], [2.83, -3.16, 2.76], [2.04, -2.58, 1.78], [1.59, -1.33, 1.87], [1.90, -0.59, 2.92], [3.76, -2.80, 4.68], [3.19, -4.17, 2.65], [1.75, -3.13, 0.89], [1.55, 0.43, 2.96]]}

{"formula": "C28H32FIrN6O6S", "method": "ωB97M-V/def2-TZVPD", "charge": 2, "homo_ev": [-13.2, -13.2], "de_lowest_ev": 0.1949, "e_lumo_ev": [-5.40, -5.40], "gap_ev": [7.777, 7.778], "multiplicity": 1, "fmax_ev_per_a": 1.84, "species": ["Ir", "F", "C", "C", "C", "C", "O", "C", "C", "N", "C", "C", "C", "C", "C", "C", "N", "C", "C", "N", "C", "C", "C", "O", "O", "H", "H", "H", "H", "H", "H", "H", "H", "H", "H", "H", "H", "H", "H", "H", "H", "H", "H", "C", "C", "C", "C", "C", "C", "O", "N", "C", "O", "N", "C", "O", "H", "H", "H", "H", "H", "H", "H", "H", "H", "H", "H", "S", "C", "C", "N", "C", "H", "H", "H"], "xyz": [[-0.78, 0.31, -2.79], [-1.58, 1.19, 3.87], [-0.41, 1.13, 3.21], [-0.44, 1.09, 1.85], [0.74, 0.98, 1.12], [0.71, 0.89, -0.33], [-0.41, 1.01, -0.91], [1.94, 0.66, -0.98], [3.09, 0.64, -0.24], [3.14, 0.80, 1.09], [4.43, 0.85, 1.76], [4.87, 2.15, 2.36], [5.54, 1.63, 1.12], [1.96, 0.92, 1.81], [1.97, 0.99, 3.21], [0.80, 1.08, 3.94], [0.85, 1.14, 5.34], [1.73, 0.24, 6.07], [2.48, 1.05, 7.14], [1.59, 2.20, 7.56], [0.15, 1.78, 7.58], [-0.31, 1.53, 6.14], [2.10, 0.52, -2.46], [3.17, 0.21, -2.93], [1.07, 0.86, -3.21], [-1.40, 1.11, 1.34], [4.04, 0.49, -0.75], [4.68, -0.08, 2.26], [5.42, 2.11, 3.30], [4.21, 3.00, 2.25], [6.53, 1.22, 1.20], [5.33, 2.15, 0.20], [2.92, 0.98, 3.72], [2.45, -0.23, 5.41], [1.15, -0.56, 6.54], [3.40, 1.48, 6.77], [2.68, 0.46, 8.03], [1.69, 2.95, 6.87], [1.88, 2.57, 8.46], [-0.44, 2.55, 8.07], [0.11, 0.88, 8.20], [-0.73, 2.45, 5.73], [-1.10, 0.78, 6.16], [-4.84, -3.26, -2.81], [-4.49, -3.54, -4.26], [-3.03, -3.19, -4.61], [-2.75, -3.47, -6.11], [-1.32, -3.19, -6.54], [-2.12, -4.10, -3.80], [-2.18, -5.29, -3.84], [-1.16, -3.49, -2.97], [-1.00, -2.17, -2.87], [-0.11, -1.62, -2.15], [-1.79, -1.28, -3.54], [-2.82, -1.69, -4.38], [-3.52, -0.87, -4.92], [-5.89, -3.51, -2.62], [-4.71, -2.21, -2.55], [-4.24, -3.87, -2.12], [-5.13, -2.96, -4.93], [-4.63, -4.59, -4.49], [-3.45, -2.86, -6.68], [-3.00, -4.52, -6.28], [-1.04, -2.15, -6.36], [-1.20, -3.38, -7.60], [-0.61, -3.83, -6.01], [-0.53, -4.10, -2.46], [-3.20, 3.64, -4.58], [-1.84, 4.25, -3.75], [-1.11, 3.23, -3.23], [-1.65, 1.98, -3.50], [-2.76, 2.06, -4.20], [-1.63, 5.30, -3.69], [-0.19, 3.30, -2.68], [-3.30, 1.18, -4.53]]}

{"formula": "C35H36FeNO2", "method": "ωB97M-V/def2-TZVPD", "charge": -1, "s_squared": 6.129, "homo_ev": [-1.2, -3.1], "de_lowest_ev": 0.0000, "e_lumo_ev": [2.56, 2.55], "gap_ev": [3.801, 5.640], "multiplicity": 5, "fmax_ev_per_a": 2.24, "species": ["C", "O", "C", "C", "C", "C", "C", "C", "C", "C", "C", "C", "Fe", "C", "C", "C", "C", "C", "C", "C", "H", "H", "H", "H", "H", "H", "H", "H", "H", "H", "H", "H", "H", "H", "H", "H", "H", "O", "C", "C", "C", "C", "C", "C", "C", "C", "C", "C", "C", "C", "C", "C", "C", "C", "C", "N", "H", "H", "H", "H", "H", "H", "H", "H", "H", "H", "H", "H", "H", "H", "H", "H", "H", "H", "H"], "xyz": [[3.00, -4.62, 5.42], [3.69, -3.35, 5.36], [3.07, -2.30, 4.78], [3.81, -1.10, 4.71], [3.30, -0.01, 4.05], [1.99, -0.04, 3.50], [1.48, 1.12, 2.87], [0.08, 1.48, 2.76], [-0.57, 2.53, 3.57], [-1.87, 2.78, 3.02], [-2.05, 1.94, 1.85], [-0.85, 1.15, 1.70], [-0.43, 3.08, 1.70], [1.24, 3.48, 0.69], [1.11, 4.32, 1.86], [-0.14, 5.05, 1.75], [-0.80, 4.63, 0.52], [0.05, 3.65, -0.13], [1.21, -1.23, 3.66], [1.73, -2.34, 4.29], [3.77, -5.31, 5.76], [2.17, -4.59, 6.15], [2.62, -4.91, 4.44], [4.80, -1.09, 5.17], [3.89, 0.90, 3.97], [2.19, 1.94, 2.73], [-0.11, 2.93, 4.47], [-2.62, 3.44, 3.46], [-2.95, 1.84, 1.25], [-0.66, 0.29, 1.06], [2.13, 2.93, 0.40], [1.86, 4.45, 2.63], [-0.47, 5.84, 2.42], [-1.70, 5.06, 0.10], [-0.11, 3.22, -1.12], [0.19, -1.25, 3.27], [1.13, -3.24, 4.42], [-1.61, -1.79, -1.18], [-1.19, -1.13, -2.36], [-1.16, -2.21, -3.44], [-2.03, -3.29, -3.28], [-2.07, -4.29, -4.25], [-1.23, -4.23, -5.36], [-0.37, -3.14, -5.53], [-0.35, -2.12, -4.57], [-2.24, -0.04, -2.73], [-2.79, 0.79, -1.76], [-3.75, 1.76, -2.11], [-4.20, 1.86, -3.43], [-3.65, 1.03, -4.42], [-2.65, 0.11, -4.07], [0.18, -0.44, -2.16], [1.48, -1.21, -2.38], [2.50, -0.52, -1.45], [1.68, 0.46, -0.58], [0.30, 0.07, -0.80], [-1.08, -1.46, -0.42], [-2.68, -3.33, -2.40], [-2.76, -5.12, -4.11], [-1.24, -5.03, -6.11], [0.29, -3.06, -6.39], [0.27, -1.23, -4.73], [-2.52, 0.68, -0.71], [-4.15, 2.41, -1.33], [-4.96, 2.59, -3.70], [-3.99, 1.07, -5.45], [-2.21, -0.51, -4.85], [0.19, 0.42, -2.85], [1.35, -2.27, -2.14], [1.80, -1.12, -3.42], [3.04, -1.25, -0.85], [3.22, 0.07, -2.04], [1.92, 0.45, 0.49], [1.82, 1.50, -0.96], [-0.34, 0.86, -0.66]]}

{"formula": "C4H8N2", "method": "ωB97M-V/def2-TZVPD", "homo_ev": [-7.0, -7.0], "de_lowest_ev": 4.2529, "e_lumo_ev": [-0.06, -0.06], "gap_ev": [6.982, 6.983], "multiplicity": 1, "fmax_ev_per_a": 2.04, "species": ["C", "C", "N", "C", "C", "N", "H", "H", "H", "H", "H", "H", "H", "H"], "xyz": [[1.35, -1.18, 0.05], [-0.83, -0.08, -0.24], [-1.63, 1.10, -0.09], [-1.20, -1.36, -0.50], [0.99, 1.20, 0.59], [0.50, 0.11, 0.09], [-2.60, 0.90, -0.29], [-1.31, 1.86, -0.69], [-2.28, -1.48, -0.67], [0.37, 2.06, 0.76], [2.02, 1.22, 0.92], [2.34, -0.86, -0.28], [0.88, -1.85, -0.69], [1.41, -1.64, 1.03]]}

{"formula": "C11H28FeO5", "method": "ωB97M-V/def2-TZVPD", "charge": -2, "s_squared": 6.007, "homo_ev": [-0.1, -0.1], "e_lumo_ev": [5.02, 5.01], "gap_ev": [5.121, 5.074], "multiplicity": 5, "fmax_ev_per_a": 2.79, "species": ["Fe", "C", "C", "O", "H", "H", "H", "H", "H", "C", "C", "O", "H", "H", "H", "H", "H", "C", "C", "O", "H", "H", "H", "H", "H", "C", "C", "O", "H", "H", "H", "H", "H", "C", "C", "C", "O", "H", "H", "H", "H", "H", "H", "H", "H"], "xyz": [[-0.47, 0.34, 0.62], [0.94, 3.48, -1.41], [-0.62, 3.22, -1.22], [-0.99, 2.40, -0.16], [1.15, 3.83, -2.42], [1.42, 2.52, -1.21], [1.31, 4.25, -0.74], [-0.98, 2.71, -2.11], [-1.03, 4.23, -1.16], [-0.68, -0.22, 4.99], [-0.16, 0.88, 3.95], [-0.90, 1.21, 2.80], [0.06, -0.51, 5.74], [-1.01, -1.04, 4.35], [-1.55, 0.19, 5.49], [0.88, 0.69, 3.68], [0.07, 1.78, 4.53], [3.28, 0.62, 0.33], [2.63, -0.76, 0.59], [1.26, -0.82, 0.88], [3.23, 1.26, 1.21], [2.71, 1.13, -0.45], [4.34, 0.67, 0.10], [3.14, -1.27, 1.41], [2.86, -1.32, -0.32], [-3.14, -2.44, 1.49], [-3.08, -1.49, 0.30], [-2.64, -0.17, 0.63], [-4.04, -2.20, 2.06], [-2.28, -2.25, 2.12], [-3.14, -3.51, 1.24], [-4.04, -1.41, -0.21], [-2.45, -1.92, -0.48], [1.31, -0.39, -3.41], [-0.06, -0.80, -2.94], [-0.41, -2.24, -3.37], [-0.17, -0.64, -1.57], [1.32, -0.37, -4.50], [2.05, -1.11, -3.08], [1.58, 0.56, -2.96], [-0.75, -0.09, -3.40], [0.06, -2.93, -2.67], [-0.10, -2.62, -4.35], [-1.47, -2.37, -3.15], [0.59, -1.10, -1.20]]}